A molecular structure, C14H8AuCl3F9GeN5OS2, computed with ωB97M-V with the def2-TZVPD basis set.

Last column: Mulliken spin population.
Cartesian coordinates (Å):
Au -1.0388 0.6946 -0.2891  0.505
C 0.1520 2.2071 2.9226  0.001
C -0.3279 0.8122 2.9014  0.092
N -0.7467 0.1525 1.8663  0.048
C -1.0773 -1.1515 2.1666  0.090
C -0.9070 -1.4838 3.5204  0.225
S -0.3308 -0.1637 4.3709  0.099
C -1.5072 -2.0060 1.1376  0.089
C -1.8098 -3.3715 1.2715  0.236
S -2.2583 -4.0081 -0.2044  0.094
C -2.0467 -2.4332 -0.9726  0.096
N -1.6455 -1.5138 -0.1453  0.008
C -2.3431 -2.2737 -2.4048  0.006
H 0.0112 2.6706 1.9495  0.000
H 1.2161 2.2177 3.1813  0.010
H -0.3743 2.7841 3.6874  0.009
H -1.0999 -2.4359 4.0052  0.000
H -1.7772 -3.9811 2.1681  0.000
H -3.0575 -3.0259 -2.7415  0.003
H -1.4267 -2.3898 -2.9888  0.015
H -2.7177 -1.2734 -2.6059  0.004
Cl 0.2527 -1.3005 -4.3374  0.085
Ge 0.7063 0.6274 -3.4099  0.513
Cl 0.8777 1.9950 -5.1209  0.208
Cl -1.4339 1.1800 -2.6449  0.209
F 3.2703 -2.1220 0.5409  0.002
C 2.2897 -1.7560 -0.2905  0.023
F 2.2903 -2.5715 -1.3459  0.000
F 1.0991 -1.9693 0.3621  0.007
C 2.3888 -0.2635 -0.7400  -0.116
O 1.2234 0.0860 -1.3950  0.215
C 2.5939 0.6569 0.5295  0.025
F 3.8672 0.7842 0.9079  0.001
F 1.9085 0.1595 1.6076  0.004
F 2.1016 1.8745 0.2863  0.004
C 3.6769 -0.0920 -1.6337  -0.019
F 3.8621 1.2159 -1.8890  0.004
F 4.7799 -0.5822 -1.0735  0.000
F 3.5168 -0.7159 -2.8180  0.003
N -1.4046 2.6739 0.1522  0.128
C -2.1645 3.5563 -0.1299  0.017
N -2.9423 4.4413 -0.4558  0.046
C -3.5450 5.5600 -0.0874  -0.007
N -4.1018 6.5344 0.1887  0.018

Values from the calculation:
- Gap between HOMO and LUMO (spin up / spin down): 0.191 / 0.115 Ha
- Electronic energy: -168041.8991 eV
- Net charge: +1
- Spin multiplicity: 4
- LUMO (spin up / spin down): -5.3 / -8.2 eV
- ΔE to the lowest compared entry with this formula, charge and spin: 16.9 kcal/mol
- Maximum force: 0.83 eV/A

A molecular structure, C44H35BrO5P2Pd, computed with ωB97M-V with the def2-TZVPD basis set.

Last column: Mulliken spin population.
Cartesian coordinates (Å):
Pd -0.9145 0.1276 -0.6455  0.454
O 1.4329 -0.1891 1.8002  -0.013
C 1.0501 0.3448 3.0035  -0.006
C 1.9158 0.8492 3.9652  0.000
C 1.3983 1.2548 5.1865  0.000
C 0.0421 1.1478 5.4564  0.000
C -0.8114 0.7079 4.4593  0.000
C -0.3279 0.3525 3.2044  0.012
P -1.4440 -0.0772 1.8316  0.003
C -2.8672 1.0478 2.0489  0.036
C -4.0782 0.6819 1.4559  0.002
C -5.1633 1.5430 1.4903  0.003
C -5.0524 2.7849 2.0968  -0.001
C -3.8458 3.1654 2.6608  0.008
C -2.7602 2.3051 2.6357  -0.023
C -1.9858 -1.7212 2.4064  0.004
C -1.0386 -2.7389 2.3037  -0.003
C -1.3344 -4.0197 2.7368  0.001
C -2.5863 -4.3000 3.2692  0.000
C -3.5322 -3.2922 3.3694  0.000
C -3.2346 -2.0048 2.9429  -0.001
C 2.7272 -0.3522 1.3858  0.023
C 3.7292 -0.8703 2.2004  0.002
C 5.0097 -1.0030 1.6917  -0.001
C 5.2935 -0.6306 0.3830  0.002
C 4.2716 -0.1821 -0.4330  0.007
C 2.9661 -0.0647 0.0453  0.030
P 1.6098 0.4029 -1.1010  0.172
C 1.9801 -0.6998 -2.5115  0.010
C 2.3458 -2.0174 -2.2268  0.017
C 2.5176 -2.9432 -3.2412  -0.006
C 2.3235 -2.5714 -4.5637  0.012
C 1.9194 -1.2793 -4.8550  -0.006
C 1.7282 -0.3581 -3.8372  0.012
C 2.1469 2.0991 -1.5049  -0.037
C 2.5917 2.5553 -2.7395  0.020
C 2.9772 3.8794 -2.8987  -0.005
C 2.9258 4.7579 -1.8299  0.012
C 2.4956 4.3059 -0.5898  0.004
C 2.1104 2.9886 -0.4296  0.015
H 2.9745 0.9238 3.7753  0.000
H 2.0726 1.6409 5.9385  0.000
H -0.3492 1.4272 6.4233  0.000
H -1.8752 0.6559 4.6483  0.000
H -4.1650 -0.2680 0.9465  -0.002
H -6.0939 1.2434 1.0268  0.000
H -5.8974 3.4603 2.1127  0.000
H -3.7411 4.1421 3.1130  0.000
H -1.8185 2.6403 3.0432  -0.006
H -0.0694 -2.5282 1.8651  0.000
H -0.5921 -4.8021 2.6497  0.000
H -2.8229 -5.3014 3.6047  0.000
H -4.5090 -3.5023 3.7846  0.000
H -3.9811 -1.2275 3.0318  0.000
H 3.5060 -1.1720 3.2127  0.000
H 5.7913 -1.3999 2.3251  0.000
H 6.2996 -0.7142 -0.0035  0.000
H 4.4776 0.0690 -1.4655  0.003
H 2.4914 -2.3340 -1.2027  0.002
H 2.7989 -3.9578 -2.9942  0.000
H 2.4632 -3.2909 -5.3590  0.001
H 1.7242 -0.9833 -5.8759  0.000
H 1.3308 0.6145 -4.0955  0.005
H 2.6659 1.8898 -3.5857  0.003
H 3.3208 4.2179 -3.8666  0.000
H 3.2243 5.7893 -1.9593  0.001
H 2.4477 4.9832 0.2514  0.000
H 1.7626 2.6507 0.5383  0.004
C -2.6846 -3.6089 -0.7294  -0.004
C -2.1612 -2.2005 -0.7070  -0.010
O -0.9037 -2.0092 -0.7602  0.024
O -2.9480 -1.2328 -0.6513  0.071
H -1.8788 -4.3325 -0.6429  0.002
H -3.2191 -3.7665 -1.6675  0.001
H -3.3975 -3.7374 0.0845  0.000
O -1.1151 2.1484 -0.4879  0.501
O -0.6562 2.6142 0.6224  0.647
Br -1.3725 0.7494 -7.2795  0.000
C -1.2702 0.5798 -5.3918  0.001
C -1.3525 -0.6746 -4.8167  -0.001
C -1.2402 -0.8017 -3.4391  -0.014
C -1.0657 0.3231 -2.6376  -0.010
C -0.9928 1.5775 -3.2328  0.024
C -1.0946 1.7092 -4.6148  0.003
H -1.4803 -1.5511 -5.4364  0.000
H -1.2463 -1.7904 -3.0067  0.000
H -0.8538 2.4662 -2.6333  -0.002
H -1.0349 2.6845 -5.0771  0.000

Values from the calculation:
- Gap between HOMO and LUMO (spin up / spin down): 0.283 / 0.254 Ha
- Electronic energy: -148530.2844 eV
- Net charge: 0
- Spin multiplicity: 3
- LUMO (spin up / spin down): 0.2 / -0.9 eV
- Maximum force: 0.42 eV/A

Question: Number 1 is which compound?
Answer: C14H8AuCl3F9GeN5OS2

Question: What is the spin multiplicity in the second record?
Answer: 3